(1)
A cluster of 3 separate species, C6H13NO in total. Source: OMol25; level of theory: the ωB97M-V functional and the def2-TZVPD basis.

XYZ file:
```
21
Properties=species:S:1:pos:R:3:forces:R:3
C 0.520657 -1.760036 0.314857 -0.007 0.286 -0.096
C -0.608104 0.516788 -0.240988 -0.156 -0.094 -0.084
C 0.723344 0.527971 0.147534 0.037 0.097 -0.037
C -0.665817 -2.512274 0.845847 -0.005 -0.095 -0.043
N -1.037597 0.127323 -1.433110 0.074 -0.040 0.058
C 0.550574 2.617492 -0.305796 0.022 -0.309 0.134
C 0.409128 3.476342 0.690636 0.005 -0.024 -0.041
O 0.741157 -2.006344 -1.086128 -0.022 -0.086 0.088
H 0.749055 -2.958397 -1.267484 -0.004 0.127 0.079
H 1.437325 -1.943302 0.884590 -0.019 -0.040 -0.041
H -1.361433 0.837177 0.467903 0.016 0.016 -0.008
H -2.024892 0.080002 -1.618638 0.072 0.023 0.046
H -0.428012 -0.488491 -1.963263 -0.017 0.073 0.054
H 0.971883 0.721009 1.175333 -0.032 0.026 0.007
H 1.508493 0.291784 -0.550800 -0.014 -0.012 -0.040
H 0.780290 2.928478 -1.325451 0.003 0.052 0.029
H -0.578325 -3.609126 0.721213 0.005 0.100 0.008
H -1.592099 -2.219459 0.337131 0.025 0.002 0.021
H -0.793955 -2.324322 1.915638 0.015 0.000 -0.050
H 0.528707 4.557118 0.589265 -0.025 -0.084 -0.041
H 0.169621 3.140267 1.701712 0.026 -0.020 -0.045
```
Positions in Å, forces in eV/Å.

The frontier orbital gap (spin up / spin down) is 0.237 / 0.248 Eh. Its charge is 0. As for the spin multiplicity: 1. Its energy above the lowest of the compared OMol25 structures with the same formula, charge and spin is 164.2 kcal per mole. As for the HOMO energy (spin up / spin down): -5.63 / -5.92 eV. The electronic energy is -9964.0552 eV. The LUMO energy (spin up / spin down) is 0.0302 / 0.0303 hartree.



(2)
The molecule C6H13NO at a distorted geometry. Source: OMol25; level of theory: the ωB97M-V functional and the def2-TZVPD basis.

XYZ file:
```
21
Properties=species:S:1:pos:R:3:forces:R:3
C 2.773879 0.590553 0.183320 1.993 -0.771 10.533
C 1.730688 -0.661911 0.974295 1.587 3.141 -1.890
N 0.501661 -0.164843 0.524430 -1.571 1.142 1.385
C -0.065326 -0.204432 -0.594239 -3.221 1.423 5.196
O 0.338990 -0.740084 -1.642863 -0.025 -1.487 -5.377
C -1.555910 0.044275 -0.618979 1.569 0.440 -2.217
C -2.076155 -0.962977 0.322095 -1.500 0.808 0.789
C -1.852168 1.428989 -0.236189 1.165 1.668 -0.390
H 2.632578 1.581233 0.716848 -0.578 -1.109 -1.726
H 3.960295 0.456210 0.443067 -2.262 -0.093 0.591
H 3.034449 0.373236 -0.711154 -0.231 -0.671 -6.927
H 1.694303 -0.789545 2.108076 0.726 0.457 -1.680
H 1.905563 -1.570647 0.444843 0.910 -1.239 0.060
H 1.185577 -0.941475 -1.390876 4.107 -1.481 -0.274
H -1.785696 -0.113860 -1.694058 -0.607 -0.262 0.688
H -1.985316 -1.881213 -0.132170 0.786 -2.568 -0.515
H -3.135053 -0.905265 0.472355 -0.872 0.506 0.155
H -1.584646 -0.856911 1.277726 0.127 -0.263 0.140
H -1.097357 1.712768 0.504484 -0.611 0.213 0.337
H -2.838084 1.440861 0.104798 -1.572 0.556 0.994
H -1.782264 2.165043 -1.055818 0.080 -0.412 0.129
```
Positions in Å, forces in eV/Å.

The frontier orbital gap is 0.353 Eh. Its charge is 0. As for the spin multiplicity: 1. Its energy above the lowest of the compared OMol25 structures with the same formula, charge and spin is 107.5 kcal per mole. As for the HOMO energy: -8.81 eV. The electronic energy is -9966.5133 eV. The LUMO energy is 0.0295 hartree.



(3)
A cluster of 2 separate species, C6H13NO in total at a distorted geometry. Source: OMol25; level of theory: the ωB97M-V functional and the def2-TZVPD basis.

XYZ file:
```
21
Properties=species:S:1:pos:R:3:forces:R:3
H -1.285343 1.960613 2.954402 0.162 0.094 -0.177
N -0.637511 1.232309 2.658279 -0.010 -0.119 0.080
C -0.077799 1.469235 1.544381 -0.533 0.302 -0.012
C 0.852351 0.513556 0.956058 0.855 -0.062 -1.363
C 1.346137 0.726860 -0.291674 0.765 0.974 2.409
C 1.182203 -0.702638 1.755578 -0.039 -0.114 0.097
H -0.256614 2.373875 0.948917 -0.052 -0.016 0.080
H 1.176777 1.672847 -0.787088 -0.303 -0.022 -0.191
H 2.196610 0.161283 -0.640637 -0.256 -0.371 -0.291
H 1.531793 -0.416149 2.752237 -0.062 -0.083 -0.120
H 1.944784 -1.309146 1.263087 -0.083 0.043 0.031
H 0.274050 -1.298130 1.904382 0.141 -0.008 0.039
C -1.579069 -0.143393 -1.176322 0.171 0.311 0.233
C -0.220789 -0.637433 -1.633535 -2.644 -2.948 -4.111
O -0.530571 -1.639290 -2.971718 -0.016 0.478 1.982
H -1.531433 0.917486 -0.918997 0.002 -0.049 0.155
H -1.938211 -0.695185 -0.302889 -0.021 0.093 -0.133
H -2.304275 -0.224147 -1.986293 0.143 -0.156 -0.004
H 0.210782 -0.032368 -2.439179 1.072 0.513 1.750
H 0.201843 -1.387630 -0.959100 0.791 1.013 -0.373
H -0.555716 -2.542554 -2.629889 -0.082 0.126 -0.082
```
Positions in Å, forces in eV/Å.

The frontier orbital gap is 0.354 Eh. Its charge is 0. As for the spin multiplicity: 1. Its energy above the lowest of the compared OMol25 structures with the same formula, charge and spin is 86.6 kcal per mole. As for the HOMO energy: -9.30 eV. The electronic energy is -9967.4210 eV. The LUMO energy is 0.0125 hartree.



(4)
The molecule C6H13NO at a distorted geometry. Source: OMol25; level of theory: the ωB97M-V functional and the def2-TZVPD basis.

XYZ file:
```
21
Properties=species:S:1:pos:R:3:forces:R:3
C 2.081624 -0.536493 1.361329 0.577 0.604 -0.189
O 1.021660 -0.676420 0.473320 -0.646 0.702 -1.990
C 0.613805 0.477583 -0.722417 0.854 -0.700 2.412
C 1.565751 0.564108 -1.890209 0.307 -0.209 0.552
C -0.718492 0.017005 -1.011691 -1.055 -0.652 0.623
C -1.641656 -0.153349 -0.015741 0.273 0.829 -1.329
C -1.630886 0.590687 1.285787 0.292 -0.418 0.128
N -2.768001 -0.907696 -0.236390 -0.167 -0.122 0.018
H 2.110076 -1.422080 2.018500 -0.186 0.284 -0.185
H 3.067295 -0.492580 0.863482 -0.128 0.062 0.074
H 1.975293 0.371078 1.984956 0.114 -0.178 0.005
H 0.645479 1.372831 -0.095429 0.118 0.011 -0.131
H 2.588974 0.699268 -1.529120 -0.063 -0.018 -0.128
H 1.310657 1.425661 -2.516196 -0.059 -0.092 0.143
H 1.520335 -0.335799 -2.498667 0.008 -0.075 -0.035
H -0.845588 -0.541477 -1.931929 -0.099 -0.073 -0.059
H -0.958095 1.437956 1.285892 0.213 0.038 -0.149
H -2.619172 0.973784 1.515073 -0.278 -0.067 0.003
H -1.309188 -0.076681 2.085955 -0.048 -0.004 0.090
H -2.730926 -1.568781 -0.999111 -0.010 0.073 0.210
H -3.278942 -1.218604 0.572607 -0.017 0.003 -0.063
```
Positions in Å, forces in eV/Å.

The frontier orbital gap is 0.326 Eh. Its charge is 0. As for the spin multiplicity: 1. Its energy above the lowest of the compared OMol25 structures with the same formula, charge and spin is 57.1 kcal per mole. As for the HOMO energy: -7.82 eV. The electronic energy is -9968.6999 eV. The LUMO energy is 0.0388 hartree.



(5)
A cluster of 2 separate species, C6H13NO in total at a distorted geometry. Source: OMol25; level of theory: the ωB97M-V functional and the def2-TZVPD basis.

XYZ file:
```
21
Properties=species:S:1:pos:R:3:forces:R:3
O 2.419764 -1.781735 -1.531808 -0.625 0.137 -0.144
C 2.403044 -1.259550 -0.406240 0.975 -0.481 -0.067
N 1.565795 -0.428073 0.180186 -0.272 1.284 1.194
C 0.414534 -0.096322 -0.627980 -1.574 -3.163 -0.685
C -0.802307 0.593031 -0.177771 3.402 0.502 0.361
C -1.968073 -0.122416 0.146979 -2.304 -1.428 0.879
C -1.689100 -0.561792 1.770251 0.006 0.769 -2.086
C 0.812486 0.578341 -1.958941 -0.604 1.705 0.022
H 3.255746 -1.518013 0.256452 -0.218 0.187 0.198
H 0.488699 2.398255 2.301711 0.049 -0.054 -0.075
H -0.053871 -1.077203 -0.854701 0.510 -0.088 -0.617
H 0.937717 1.957541 1.898397 -0.024 0.002 0.066
H -0.571051 1.648128 -0.042735 -1.079 0.324 0.116
H -2.101533 -1.076831 -0.361313 0.705 0.003 -0.208
H -2.947216 0.345604 0.026115 0.328 0.553 0.433
H -1.973644 -1.588381 1.986627 -0.114 -0.002 -0.581
H -2.322838 0.125267 2.313971 0.562 0.212 0.435
H -0.607174 -0.478053 1.823873 0.069 0.163 1.021
H 1.439674 1.433460 -1.698481 0.346 -0.185 -0.004
H -0.036258 1.050014 -2.465077 -0.049 -0.376 -0.384
H 1.335607 -0.141273 -2.579515 -0.090 -0.066 0.127
```
Positions in Å, forces in eV/Å.

The frontier orbital gap is 0.198 Eh. Its charge is 0. As for the spin multiplicity: 1. Its energy above the lowest of the compared OMol25 structures with the same formula, charge and spin is 150.3 kcal per mole. As for the HOMO energy: -7.80 eV. The electronic energy is -9964.6580 eV. The LUMO energy is -0.0891 hartree.



- Look up the charge of the fourth one.
  0